[1]
A cluster of 2 separate species, C3H12NO2 in total. Source: the OMol25 dataset; level of theory: ωB97M-V with the def2-TZVPD basis set.

The calculation puts the highest occupied orbital energy (spin up / spin down) at -2.985 / -11.100 eV. As for the spin multiplicity: 2. The value obtained for the energy relative to the best compared isomer or geometry (same formula, charge and spin) is 1.5329 eV. As for the HOMO-LUMO gap (spin up / spin down): 0.1419 / 0.4283 Eh. The expectation value of S² is 0.75. Its total energy is -326.6085 hartree.

Each line ends with the Mulliken charge.
Element x y z (Å)
C 0.553 0.056 -0.168  -0.97
C 0.204 1.358 0.530  -0.19
C 0.182 2.495 -0.466  -1.54
O -1.030 1.215 1.238  -0.26
N 0.443 -1.118 0.781  -0.83
H -0.143 -0.108 -0.984  0.23
H 1.577 0.078 -0.533  0.13
H 0.984 1.574 1.272  0.07
H 1.170 2.777 -0.813  0.44
H -0.246 3.415 -0.084  0.39
H -0.364 2.226 -1.374  0.42
H -1.727 1.602 0.698  0.31
H -0.027 -0.792 1.633  0.38
H 1.412 -1.552 0.954  1.14
H -0.155 -1.876 0.399  0.43
H -1.359 -4.217 -0.492  0.37
H -0.782 -3.534 -1.778  0.36
O -0.692 -3.599 -0.810  -0.88

---

[2]
A structure of composition C32H26Cl2KN6SSi. Source: the OMol25 dataset; level of theory: ωB97M-V with the def2-TZVPD basis set.

The calculation puts the highest occupied orbital energy at -3.555 eV. As for the HOMO-LUMO gap: 0.2046 Eh. The net charge is -1. Its total energy is -3771.7546 hartree.

Each line ends with the Mulliken charge.
Element x y z (Å)
K -0.012 1.795 -1.916  0.91
Cl -0.120 0.879 -4.778  -0.26
C 1.518 0.251 -4.885  0.85
C 1.620 -0.936 -5.592  -0.81
C 2.848 -1.548 -5.754  -0.34
C 3.967 -0.955 -5.194  -0.76
C 3.842 0.229 -4.493  0.49
Cl 5.305 0.889 -3.821  -0.24
C 2.613 0.915 -4.292  -0.46
S 2.563 2.401 -3.419  -0.49
H 0.722 -1.376 -6.004  0.38
H 2.931 -2.479 -6.299  0.36
H 4.946 -1.405 -5.289  0.38
N 2.041 3.733 0.199  -0.28
C 0.862 3.795 0.843  0.50
N 0.834 4.476 1.995  -0.75
C -0.365 4.525 2.565  0.49
N -0.472 5.244 3.716  -0.44
N -1.482 3.951 2.112  -0.62
C -1.330 3.274 0.977  -0.42
N -0.202 3.197 0.288  0.09
C -2.521 2.536 0.476  0.75
C -3.699 2.537 1.221  -0.34
C -4.783 1.817 0.753  -0.61
C -4.659 1.105 -0.428  -0.64
C -3.447 1.151 -1.098  -0.19
N -2.412 1.866 -0.672  0.10
H 2.846 4.090 0.681  0.24
H 2.203 3.133 -0.600  -0.04
H 0.384 5.487 4.182  0.25
H -1.295 5.085 4.268  0.26
H -3.733 3.082 2.151  0.49
H -5.709 1.797 1.313  0.41
H -5.476 0.513 -0.819  0.40
H -3.305 0.600 -2.022  0.37
C 4.320 -2.247 2.012  -0.34
C 3.164 -2.260 2.783  -0.79
C 1.953 -1.862 2.233  0.33
C 1.849 -1.438 0.904  0.31
C 3.031 -1.424 0.157  -0.71
C 4.249 -1.826 0.692  -0.53
Si 0.224 -0.887 0.003  -0.67
C -0.858 -0.424 1.548  0.73
C -0.400 0.512 2.483  -0.62
C -1.180 0.935 3.552  -0.59
C -2.470 0.447 3.710  -0.71
C -2.960 -0.469 2.788  -0.62
C -2.166 -0.893 1.730  -0.49
C -0.537 -2.628 -0.383  -0.18
C -0.508 -3.711 0.500  0.41
C -1.104 -4.925 0.185  -0.78
C -1.753 -5.092 -1.032  -0.37
C -1.792 -4.036 -1.930  -0.57
C -1.187 -2.826 -1.603  -0.49
H 5.267 -2.555 2.440  0.34
H 3.207 -2.582 3.818  0.36
H 1.066 -1.876 2.860  0.35
H 2.997 -1.076 -0.872  0.37
H 5.144 -1.800 0.079  0.42
H 0.608 0.908 2.385  0.50
H -0.779 1.652 4.261  0.40
H -3.085 0.775 4.541  0.38
H -3.966 -0.863 2.895  0.42
H -2.569 -1.624 1.036  0.41
H -0.006 -3.606 1.456  0.27
H -1.063 -5.747 0.892  0.38
H -2.218 -6.040 -1.279  0.35
H -2.287 -4.154 -2.888  0.38
H -1.209 -2.011 -2.321  0.33